# 1
The following is a DFT calculation (ωB97M-V with the def2-TZVPD basis set) of a structure of composition C36H34FI2N6O4PdS.

2S+1 = 1
HOMO level (spin up / spin down) = -14.5816 / -14.5779 eV
Energy above the lowest of the compared OMol25 structures with the same formula, charge and spin = 50.4 kcal/mol
E_LUMO (spin up / spin down) = -10.9979 / -11.0155 eV
Maximum force = 3.634 eV/A
HOMO-LUMO gap (spin up / spin down) = 3.6 / 3.6 eV
Net charge = +3

The geometry in XYZ format:
```
85
Properties=species:S:1:pos:R:3:forces:R:3:mulliken_charge:R:1
Pd 0.1447 2.6651 -1.3786 -1.1 0.0 2.7 0.636
I 5.0778 6.1497 3.9978 -0.8 -0.9 -0.9 0.400
C 3.9651 4.8968 2.7378 1.0 0.7 1.1 -0.335
C 4.1210 3.5103 2.7890 0.1 -1.1 -0.2 -0.491
C 3.4183 2.7238 1.9149 1.1 -1.8 1.5 -0.267
I 3.5363 0.6404 1.9588 0.1 0.8 0.1 0.276
C 2.5378 3.2640 0.9111 -1.4 -1.8 -2.0 0.513
O 2.0310 2.5181 0.0365 2.0 1.8 2.0 -0.122
C 2.3317 4.6911 0.9678 -0.3 1.9 0.0 0.341
C 1.3070 5.2962 0.0572 0.0 0.1 -0.1 -0.974
N 1.3733 4.7520 -1.3070 0.1 -0.3 0.1 0.116
C 1.0474 5.7342 -2.3374 -0.1 0.3 0.0 -0.879
C 0.1609 5.1824 -3.4193 -0.4 -0.2 -0.5 0.470
C -0.0438 5.9321 -4.5751 0.1 -0.1 0.3 -0.957
C -1.0383 5.5578 -5.4582 0.0 -0.2 0.2 -0.391
C -1.8011 4.4398 -5.1521 0.1 0.1 0.1 -0.941
C -1.4889 3.7148 -4.0164 -0.3 0.1 -0.3 -0.173
N -0.5182 4.0575 -3.1660 0.1 0.6 -0.3 0.337
C 3.0447 5.4653 1.8441 -1.1 0.1 -1.1 -0.523
H 4.7959 3.0643 3.5031 0.0 0.0 0.0 0.443
H 1.4406 6.3853 0.0405 0.0 -0.2 0.1 0.695
H 0.3016 5.0841 0.4666 0.2 0.0 0.0 0.268
H 2.3054 4.3646 -1.4790 -0.4 0.2 -0.1 0.201
H 1.9581 6.1762 -2.7663 -0.2 -0.1 0.1 0.396
H 0.4679 6.5488 -1.8824 0.2 -0.1 0.0 0.409
H 0.5492 6.8163 -4.7567 0.1 0.1 0.0 0.463
H -1.2337 6.1404 -6.3440 0.0 0.1 -0.1 0.443
H -2.6292 4.1427 -5.7733 -0.1 -0.1 -0.1 0.485
H -2.0723 2.8440 -3.7644 0.1 -0.1 0.0 0.439
H 2.8967 6.5342 1.8562 0.0 0.1 -0.1 0.506
C -3.8383 -2.1499 3.4008 0.2 0.0 0.2 -0.993
C -2.5642 -1.4936 3.9254 -0.6 -0.4 0.2 -0.975
N -1.7510 -0.9810 2.8280 0.1 0.3 0.1 0.085
C -1.9723 0.2747 2.4343 0.1 0.3 -0.3 -0.196
C -1.3373 0.9004 1.3917 0.2 0.6 -0.5 0.017
C -1.7897 2.3388 1.1043 -1.0 -2.4 1.1 -0.121
O -2.8473 2.6722 1.6071 0.3 0.5 -0.1 -0.677
O -1.0432 3.0981 0.4176 2.1 1.7 -2.4 -0.403
C -0.3496 0.2043 0.6341 -0.6 -0.2 0.6 1.124
O 0.2959 0.6384 -0.3409 0.3 0.4 -0.5 -0.509
C -0.1476 -1.1804 1.0520 0.0 -0.2 0.1 0.802
C 0.7516 -1.9709 0.3293 -0.1 -0.2 0.3 -0.405
C 0.9355 -3.2873 0.6491 -0.2 0.3 0.0 0.407
F 1.7576 -4.0038 -0.1403 0.0 -0.1 0.0 -0.354
C 0.2525 -3.9039 1.7236 -0.1 0.8 -0.3 -1.005
C -0.6399 -3.1085 2.4337 0.1 -0.1 0.0 -0.705
C -0.8600 -1.7598 2.1250 0.5 -0.2 -0.6 0.034
N 0.4651 -5.2276 2.0949 0.2 -0.5 0.2 0.193
C 1.6522 -5.9273 1.6392 0.1 0.0 0.2 -0.664
C 2.0131 -7.0265 2.6335 0.7 0.6 -0.3 -1.024
N 0.8754 -7.9728 2.7595 0.1 -0.5 0.0 -0.087
C -0.3284 -7.2435 3.2320 -0.9 0.5 0.1 -0.765
C -0.6631 -6.1276 2.2443 0.0 0.0 0.0 -0.466
H -4.4381 -2.4931 4.2384 -0.1 -0.1 0.1 0.413
H -3.6190 -2.9984 2.7570 0.0 -0.1 -0.1 0.287
H -4.4268 -1.4310 2.8352 0.0 0.0 0.0 0.341
H -1.9780 -2.1853 4.5319 0.0 0.2 0.0 0.429
H -2.8361 -0.6482 4.5597 0.2 -0.1 0.0 0.481
H -2.7210 0.8349 2.9801 0.0 0.0 0.0 0.640
H 1.2830 -1.5383 -0.5039 0.0 0.0 -0.1 0.657
H -1.1662 -3.5566 3.2599 0.0 0.0 0.1 0.509
H 2.4911 -5.2329 1.5994 0.0 -0.2 0.0 0.494
H 1.5159 -6.3601 0.6369 0.1 0.0 0.0 0.420
H 2.2136 -6.5974 3.6165 -0.1 -0.1 0.0 0.379
H 2.9049 -7.5507 2.2892 -0.2 -0.2 0.1 0.447
H 1.1107 -8.7387 3.4035 -0.1 0.1 -0.2 0.371
H 0.6810 -8.3855 1.8356 0.1 -0.1 0.3 0.400
H -0.1099 -6.8256 4.2160 0.1 -0.1 -0.1 0.360
H -1.1720 -7.9294 3.3180 0.2 -0.1 0.0 0.415
H -1.5349 -5.5871 2.6099 0.0 -0.1 0.0 0.303
H -0.9310 -6.5719 1.2719 -0.1 0.0 0.0 0.223
S -3.4786 -0.1475 -3.1846 0.3 0.0 -0.2 -0.187
C -2.7373 0.9655 -2.1042 0.4 -0.2 -0.2 -0.625
N -1.4634 1.1543 -2.2647 -0.6 0.0 0.3 0.725
C -0.9558 0.3866 -3.2854 -0.5 -0.5 -0.5 -0.193
C 0.3808 0.3373 -3.6906 -0.1 0.1 0.1 -0.037
C 0.7096 -0.4640 -4.7645 0.0 0.2 0.0 -0.888
C -0.2693 -1.2061 -5.4357 -0.1 -0.1 0.0 -0.578
C -1.5896 -1.1894 -5.0328 0.0 0.0 0.0 -0.531
C -1.9265 -0.3922 -3.9461 0.1 0.3 0.3 0.619
H -3.3165 1.4634 -1.3462 -0.1 0.2 0.1 0.450
H 1.1289 0.9140 -3.1373 -0.1 -0.2 -0.3 0.232
H 1.7285 -0.5105 -5.1168 0.1 0.0 0.0 0.453
H 0.0147 -1.8106 -6.2829 0.0 0.0 -0.1 0.434
H -2.3468 -1.7603 -5.5472 0.0 -0.1 -0.1 0.464
```
Forces are in eV/Å.


# 2
The following is a DFT calculation (ωB97M-V with the def2-TZVPD basis set) of a structure of composition C36H34IN4O2ReS2.

2S+1 = 4
HOMO level (spin up / spin down) = -10.1815 / -9.8536 eV
Energy above the lowest of the compared OMol25 structures with the same formula, charge and spin = 5.0 kcal/mol
E_LUMO (spin up / spin down) = -3.4060 / -3.5414 eV
Maximum force = 0.641 eV/A
HOMO-LUMO gap (spin up / spin down) = 6.8 / 6.3 eV
Net charge = +1

The geometry in XYZ format:
```
80
Properties=species:S:1:pos:R:3:forces:R:3:mulliken_spin:R:1
Re 1.7348 -0.0310 -1.1619 -0.6 0.2 0.1 3.267
C 4.3360 2.5823 -2.0527 0.0 0.0 0.0 0.017
C 4.6931 1.1388 -2.0015 0.0 -0.1 0.0 0.059
N 3.8465 0.1391 -1.8750 0.0 0.0 -0.1 -0.048
C 4.4777 -1.0939 -1.9252 0.0 0.0 -0.1 -0.009
C 5.8233 -1.0281 -2.0475 0.0 0.0 0.0 -0.008
S 6.3110 0.6075 -2.1413 0.0 0.0 0.0 0.010
C 3.5970 -2.2607 -1.9468 0.0 0.0 -0.1 0.011
C 3.9011 -3.5626 -2.1474 0.0 0.0 0.0 -0.011
S 2.4668 -4.4878 -2.2404 0.0 0.0 0.0 0.015
C 1.5107 -3.0990 -1.9962 0.0 0.0 0.0 0.077
N 2.2327 -2.0069 -1.8458 0.0 0.1 0.0 -0.048
C 0.0257 -3.1668 -1.9501 0.0 0.0 0.0 -0.014
H 3.3630 2.7052 -2.5224 0.0 0.0 0.0 -0.002
H 5.0855 3.1364 -2.6153 0.0 0.0 0.0 0.001
H 4.2564 3.0077 -1.0515 0.0 0.0 0.0 0.001
H 6.5320 -1.8368 -2.1101 0.0 0.0 0.0 0.000
H 4.8734 -4.0090 -2.2720 0.0 0.0 0.0 0.000
H -0.3338 -4.0376 -2.4955 0.0 0.0 0.0 0.002
H -0.4039 -2.2632 -2.3789 0.0 0.0 0.0 0.005
H -0.3113 -3.2362 -0.9140 0.0 0.0 0.0 0.014
I -0.4195 0.4292 6.0699 0.0 0.0 0.0 0.000
C 0.4372 1.1198 4.2980 0.0 0.0 0.0 0.003
C 1.1639 0.2415 3.5086 0.0 0.0 0.0 0.008
C 1.7077 0.6921 2.3161 0.0 0.0 0.0 -0.009
C 1.5465 2.0132 1.9192 0.0 0.0 0.0 0.011
C 0.8569 2.8947 2.7464 0.0 0.0 0.0 -0.002
C 0.2852 2.4490 3.9268 0.0 0.0 0.0 -0.002
C 2.0856 2.5485 0.6291 -0.2 0.0 0.1 -0.036
O 2.5457 3.6626 0.5384 0.0 0.0 0.0 0.019
O 1.9591 1.7752 -0.4400 0.5 0.0 0.0 0.037
H 1.3004 -0.7855 3.8190 0.0 0.0 0.0 0.006
H 2.2784 0.0021 1.7062 0.0 0.0 0.0 0.003
H 0.7617 3.9306 2.4485 0.0 0.0 0.0 0.000
H -0.2690 3.1327 4.5551 0.0 0.0 0.0 0.000
C 0.2222 -0.5926 -0.1304 0.1 -0.2 0.1 -0.216
C -0.6631 -1.0063 0.6651 0.0 -0.2 0.0 0.009
C -1.5619 -1.4550 1.5593 0.0 0.1 0.0 -0.095
C -1.2670 -2.6137 2.4094 0.0 0.0 0.0 -0.038
C -2.2801 -3.2364 3.1433 0.0 0.0 0.0 -0.069
C -1.9954 -4.3337 3.9402 0.0 0.0 0.0 0.036
C -0.7011 -4.8261 4.0171 0.0 0.0 0.0 -0.068
C 0.3148 -4.2187 3.2868 0.0 0.0 0.0 0.041
C 0.0354 -3.1249 2.4898 0.0 0.0 0.0 -0.041
C -2.8289 -0.6953 1.6952 0.0 0.0 0.0 0.004
C -3.6335 -0.4573 0.5831 0.0 0.0 0.0 -0.050
C -4.7852 0.3061 0.7035 0.0 0.0 0.0 0.005
C -5.1326 0.8490 1.9322 0.0 0.0 0.0 -0.019
C -4.3340 0.6146 3.0441 0.0 0.0 0.0 0.012
C -3.1914 -0.1610 2.9312 0.0 0.0 0.0 -0.026
H -3.2942 -2.8652 3.0806 0.0 0.0 0.0 -0.003
H -2.7893 -4.8063 4.5031 0.0 0.0 0.0 0.001
H -0.4816 -5.6794 4.6450 0.0 0.0 0.0 -0.004
H 1.3269 -4.5976 3.3492 0.0 0.0 0.0 0.001
H 0.8282 -2.6399 1.9323 0.0 0.0 0.0 -0.007
H -3.3643 -0.8932 -0.3718 0.0 0.0 0.0 -0.001
H -5.4146 0.4736 -0.1612 0.0 0.0 0.0 0.000
H -6.0273 1.4505 2.0249 0.0 0.0 0.0 -0.001
H -4.6006 1.0381 4.0037 0.0 0.0 0.0 0.000
H -2.5659 -0.3388 3.7980 0.0 0.0 0.0 -0.001
C 0.0232 2.0863 -3.6452 0.0 0.0 0.0 0.006
C -1.1657 2.9865 -4.0824 0.0 0.0 0.0 0.006
N -2.2927 2.8259 -3.1657 0.0 0.0 0.0 0.000
C -1.8831 3.2490 -1.8280 0.0 0.0 0.0 -0.001
C -0.6361 2.4531 -1.3721 -0.1 0.0 0.0 0.039
N -0.3038 1.4119 -2.3752 0.3 -0.1 0.2 0.054
C -1.4914 0.5617 -2.5846 0.0 0.0 -0.1 0.042
C -2.6733 1.4175 -3.1093 0.0 0.0 0.0 0.001
H 0.9371 2.6652 -3.4965 0.0 0.0 0.0 0.005
H 0.2291 1.3175 -4.3936 0.0 0.0 0.0 0.004
H -1.4997 2.7272 -5.0881 0.0 0.0 0.0 -0.001
H -0.8801 4.0390 -4.0909 0.0 0.0 0.0 0.001
H -2.7231 3.0915 -1.1492 0.0 0.0 0.0 0.000
H -1.6733 4.3192 -1.8516 0.0 0.0 0.0 0.000
H -0.7991 1.9587 -0.4128 0.0 0.0 0.0 -0.012
H 0.2276 3.1076 -1.2749 0.0 0.0 0.0 0.010
H -1.7262 0.0810 -1.6363 0.0 0.0 0.0 0.000
H -1.2247 -0.2183 -3.3039 0.0 0.0 0.0 0.000
H -3.5411 1.3235 -2.4539 0.0 0.0 0.0 0.000
H -2.9762 1.1023 -4.1092 0.0 0.0 0.0 0.001
```
Forces are in eV/Å.


- Which of these has the highest net charge?
  C36H34FI2N6O4PdS